{"formula": "C46H40ClN4O2PbSi", "method": "ωB97M-V with the def2-TZVPD basis set", "lumo_ev": 2.1, "homo_energy_ev": -4.202, "gap_ev": 6.3, "charge": -1, "spin_multiplicity": 1, "e_above_lowest_ev": 0.000, "elements": ["Pb", "Cl", "C", "C", "C", "C", "O", "C", "C", "N", "C", "C", "C", "C", "C", "C", "C", "C", "N", "C", "C", "H", "H", "H", "H", "H", "H", "H", "H", "H", "H", "C", "C", "C", "C", "C", "C", "C", "C", "C", "C", "H", "H", "H", "H", "H", "H", "H", "H", "H", "H", "H", "H", "H", "H", "N", "C", "H", "O", "C", "N", "C", "C", "C", "C", "C", "C", "Si", "C", "C", "C", "C", "C", "C", "C", "C", "C", "C", "C", "C", "H", "H", "H", "H", "H", "H", "H", "H", "H", "H", "H", "H", "H", "H", "H"], "coordinates": [[0.343, 0.448, 0.111], [2.297, 6.138, -4.271], [2.182, 4.615, -3.414], [1.672, 3.492, -4.062], [1.596, 2.298, -3.389], [1.999, 2.150, -2.033], [1.940, 0.982, -1.478], [2.484, 3.328, -1.390], [2.905, 3.409, 0.000], [2.530, 2.679, 0.973], [2.830, 3.077, 2.269], [2.611, 4.375, 2.692], [2.834, 4.774, 4.022], [3.268, 3.878, 4.955], [3.486, 2.533, 4.580], [3.912, 1.554, 5.504], [4.086, 0.266, 5.093], [3.838, -0.047, 3.741], [3.461, 0.832, 2.850], [3.264, 2.114, 3.241], [2.592, 4.529, -2.110], [1.332, 3.568, -5.087], [1.189, 1.422, -3.878], [3.622, 4.223, 0.198], [2.226, 5.090, 1.976], [2.647, 5.804, 4.302], [3.441, 4.177, 5.983], [4.092, 1.845, 6.533], [4.413, -0.506, 5.779], [3.954, -1.066, 3.383], [2.982, 5.411, -1.615], [-5.073, -1.377, 1.598], [-3.587, -1.683, 1.364], [-3.312, -3.148, 1.691], [-2.738, -0.692, 2.139], [-2.052, -1.016, 3.303], [-1.379, -0.040, 4.034], [-1.395, 1.292, 3.642], [-0.743, 2.369, 4.467], [-2.053, 1.613, 2.457], [-2.693, 0.637, 1.710], [-5.696, -2.029, 0.981], [-5.304, -0.341, 1.346], [-5.333, -1.539, 2.648], [-3.387, -1.528, 0.302], [-3.627, -3.390, 2.710], [-2.256, -3.394, 1.582], [-3.870, -3.785, 1.002], [-2.037, -2.040, 3.658], [-0.836, -0.323, 4.930], [-1.499, 3.042, 4.878], [-0.059, 2.969, 3.861], [-0.176, 1.946, 5.297], [-2.067, 2.642, 2.113], [-3.179, 0.913, 0.779], [3.462, -1.924, 0.053], [2.384, -1.690, 0.422], [4.376, -2.048, -0.321], [-1.536, 3.951, -2.136], [-1.252, 2.967, -1.524], [-1.005, 1.979, -0.901], [0.788, -5.926, -0.779], [0.784, -5.489, -2.097], [0.395, -4.189, -2.403], [0.006, -3.287, -1.408], [0.010, -3.759, -0.091], [0.390, -5.055, 0.227], [-0.457, -1.453, -1.766], [-2.337, -1.562, -2.099], [-3.016, -2.765, -2.308], [-4.389, -2.793, -2.523], [-5.119, -1.611, -2.530], [-4.465, -0.402, -2.325], [-3.092, -0.380, -2.113], [0.285, -1.187, -3.502], [-0.475, -0.789, -4.603], [0.116, -0.530, -5.836], [1.487, -0.666, -5.993], [2.263, -1.057, -4.907], [1.668, -1.303, -3.680], [1.100, -6.936, -0.539], [1.083, -6.164, -2.891], [0.397, -3.868, -3.439], [-0.280, -3.083, 0.708], [0.388, -5.384, 1.261], [-2.461, -3.698, -2.294], [-4.894, -3.740, -2.679], [-6.190, -1.633, -2.694], [-5.027, 0.525, -2.323], [-2.590, 0.567, -1.939], [-1.550, -0.683, -4.496], [-0.498, -0.217, -6.673], [1.948, -0.473, -6.954], [3.338, -1.150, -5.021], [2.286, -1.583, -2.834]], "forces_ev_per_a": [[0.30, 0.10, 0.31], [0.00, 0.00, 0.00], [0.03, 0.02, -0.02], [0.00, -0.03, 0.05], [-0.02, -0.06, 0.05], [-0.11, 0.19, -0.13], [-0.04, -0.03, 0.40], [0.07, -0.21, -0.12], [0.25, 0.10, 0.05], [-0.24, -0.19, -0.10], [0.02, 0.16, 0.16], [0.01, -0.13, -0.19], [0.04, -0.01, 0.10], [-0.02, 0.11, 0.01], [-0.08, -0.10, -0.15], [0.01, -0.02, -0.01], [0.04, -0.01, 0.11], [-0.04, 0.08, -0.15], [-0.07, -0.14, -0.13], [0.07, 0.08, 0.15], [0.02, -0.02, 0.02], [0.00, 0.00, 0.01], [0.02, 0.00, 0.00], [-0.17, 0.12, 0.03], [-0.02, 0.00, 0.00], [0.00, -0.01, -0.01], [-0.01, -0.02, -0.02], [0.00, -0.01, 0.00], [-0.03, 0.00, -0.02], [0.03, 0.00, 0.04], [0.01, -0.01, 0.00], [0.05, 0.01, -0.06], [-0.06, -0.04, 0.14], [0.00, 0.09, -0.09], [-0.03, -0.01, -0.03], [0.05, -0.02, 0.00], [0.00, 0.03, -0.01], [-0.01, -0.01, 0.04], [0.06, -0.04, -0.10], [-0.06, -0.02, -0.03], [-0.15, 0.00, 0.07], [0.00, 0.02, 0.01], [-0.03, -0.02, 0.00], [0.00, 0.02, 0.00], [0.03, 0.00, -0.05], [0.02, -0.02, -0.01], [0.01, -0.03, 0.04], [-0.01, 0.00, 0.04], [0.01, 0.03, -0.02], [-0.04, 0.00, 0.00], [0.03, 0.02, 0.02], [0.01, 0.00, 0.01], [0.01, 0.00, 0.00], [0.07, -0.05, -0.07], [0.02, 0.00, 0.02], [-0.12, 0.01, 0.04], [0.37, -0.13, -0.03], [0.00, 0.03, -0.02], [0.04, -0.19, 0.12], [0.10, -0.06, 0.09], [-0.35, 0.56, -0.40], [-0.02, 0.04, -0.04], [-0.03, -0.02, 0.01], [-0.02, 0.01, -0.01], [0.13, 0.14, 0.15], [-0.06, 0.03, -0.07], [-0.02, -0.02, 0.03], [-0.22, -0.63, -0.51], [0.02, 0.19, 0.11], [0.04, -0.03, 0.03], [-0.04, 0.00, 0.03], [0.04, -0.01, 0.01], [-0.02, -0.01, 0.00], [-0.01, -0.04, -0.05], [0.01, 0.19, 0.12], [-0.01, -0.05, 0.02], [0.00, 0.01, -0.01], [-0.04, -0.03, 0.01], [0.03, -0.02, -0.04], [-0.04, -0.03, -0.01], [-0.01, 0.00, 0.00], [0.00, 0.02, 0.01], [0.03, 0.00, 0.01], [0.08, 0.02, 0.03], [-0.01, 0.02, -0.03], [-0.04, 0.02, -0.01], [0.02, 0.01, 0.00], [0.01, 0.00, 0.01], [0.03, -0.01, -0.01], [-0.03, -0.02, 0.01], [0.03, 0.03, -0.02], [0.01, -0.01, 0.01], [0.01, 0.03, 0.02], [-0.02, -0.01, 0.03], [0.02, 0.03, -0.01]], "mulliken_charge": [1.192, -0.292, 0.137, -0.687, 0.285, -0.431, -1.145, 1.263, -1.004, 0.245, -0.691, 0.035, -0.771, -0.923, 1.430, -0.783, -0.651, -0.251, -0.359, 0.474, -1.056, 0.422, 0.193, 0.538, 0.536, 0.368, 0.370, 0.394, 0.389, 0.414, 0.368, -1.749, 3.357, -1.842, 0.437, -0.336, -1.164, 1.322, -1.341, -0.665, -0.078, 0.447, 0.381, 0.384, -1.835, 0.416, 0.346, 0.390, 0.333, 0.263, 0.359, 0.189, 0.331, 0.268, 0.039, -0.151, -0.279, 0.258, -0.713, 0.763, -0.749, -0.547, -0.717, -0.188, -0.065, -0.436, -0.874, 0.711, 0.298, -0.285, -0.682, -0.550, -0.633, -0.222, 0.561, -0.448, -0.608, -0.613, -0.518, -0.126, 0.348, 0.397, 0.382, 0.798, 0.400, 0.342, 0.393, 0.350, 0.436, 0.256, 0.259, 0.396, 0.325, 0.373, 0.095]}

{"formula": "C46H41F2MgN2OP2", "method": "ωB97M-V with the def2-TZVPD basis set", "lumo_ev": [2.3, 2.3], "homo_energy_ev": [-2.741, -1.442], "gap_ev": [5.1, 3.8], "charge": -1, "spin_multiplicity": 1, "e_above_lowest_ev": 0.000, "elements": ["Mg", "C", "N", "C", "P", "C", "C", "C", "C", "C", "C", "C", "C", "C", "C", "C", "C", "C", "C", "C", "C", "C", "C", "P", "C", "C", "C", "C", "C", "C", "C", "C", "C", "C", "C", "C", "H", "H", "H", "H", "H", "H", "H", "H", "H", "H", "H", "H", "H", "H", "H", "H", "H", "H", "H", "H", "H", "H", "H", "H", "H", "H", "H", "H", "H", "F", "C", "C", "C", "C", "C", "F", "C", "C", "C", "C", "C", "C", "N", "H", "H", "H", "H", "H", "H", "C", "O", "C", "C", "H", "H", "H", "H", "H", "H"], "coordinates": [[-0.091, 0.910, -0.332], [-1.815, -2.925, 1.500], [-1.767, -2.182, 2.747], [-1.618, -0.748, 2.723], [0.119, -0.100, 2.373], [1.135, -1.629, 2.319], [1.259, -2.488, 3.412], [1.980, -3.666, 3.308], [2.601, -3.992, 2.106], [2.511, -3.134, 1.023], [1.783, -1.953, 1.132], [0.645, 0.639, 3.965], [1.990, 0.583, 4.331], [2.435, 1.213, 5.484], [1.543, 1.910, 6.287], [0.207, 1.984, 5.925], [-0.238, 1.359, 4.766], [-1.957, -2.864, 3.935], [-1.783, -2.242, 5.186], [-1.966, -2.949, 6.361], [-2.313, -4.293, 6.352], [-2.471, -4.916, 5.125], [-2.301, -4.226, 3.934], [-1.397, -1.916, -0.005], [-0.765, -3.269, -1.075], [-1.284, -4.565, -1.046], [-0.750, -5.561, -1.849], [0.317, -5.268, -2.690], [0.853, -3.992, -2.713], [0.319, -2.995, -1.902], [-3.076, -1.537, -0.674], [-3.431, -0.201, -0.801], [-4.687, 0.152, -1.290], [-5.590, -0.832, -1.654], [-5.245, -2.173, -1.526], [-3.995, -2.519, -1.037], [-2.802, -3.382, 1.351], [-1.079, -3.736, 1.543], [-1.970, -0.330, 3.663], [-2.258, -0.312, 1.950], [0.789, -2.239, 4.354], [2.054, -4.327, 4.163], [3.167, -4.913, 2.022], [3.010, -3.362, 0.090], [1.747, -1.277, 0.285], [2.695, 0.047, 3.707], [3.483, 1.157, 5.747], [1.892, 2.402, 7.186], [-0.494, 2.540, 6.534], [-1.280, 1.463, 4.488], [-1.464, -1.211, 5.250], [-1.814, -2.432, 7.301], [-2.446, -4.839, 7.276], [-2.736, -5.966, 5.081], [-2.437, -4.754, 3.003], [-2.101, -4.817, -0.381], [-1.163, -6.561, -1.815], [0.733, -6.042, -3.324], [1.687, -3.750, -3.358], [0.743, -2.001, -1.931], [-2.755, 0.603, -0.517], [-4.938, 1.201, -1.384], [-6.564, -0.559, -2.041], [-5.944, -2.949, -1.813], [-3.738, -3.568, -0.959], [-1.310, -0.577, -5.665], [-0.396, -0.299, -4.688], [-0.813, 0.042, -3.422], [0.108, 0.324, -2.407], [1.503, 0.237, -2.698], [1.847, -0.087, -4.017], [3.156, -0.137, -4.409], [0.941, -0.366, -5.018], [2.496, 0.447, -1.625], [3.827, 0.052, -1.672], [4.697, 0.225, -0.603], [4.181, 0.872, 0.563], [2.870, 1.224, 0.579], [1.977, 1.012, -0.435], [-1.884, 0.077, -3.240], [1.276, -0.606, -6.017], [4.194, -0.413, -2.574], [5.727, -0.096, -0.664], [4.802, 1.086, 1.424], [2.455, 1.715, 1.457], [-1.850, 3.296, -1.889], [-1.989, 3.528, -0.504], [-1.216, 2.660, 0.286], [-1.406, 3.118, 1.715], [-2.205, 4.183, -2.417], [-2.443, 2.431, -2.215], [-0.810, 3.103, -2.163], [-2.079, 3.981, 1.767], [-0.467, 3.412, 2.203], [-1.842, 2.341, 2.365]], "forces_ev_per_a": [[0.30, 0.82, -0.24], [0.02, -0.04, 0.06], [-0.36, -0.05, 0.17], [0.09, 0.05, 0.07], [0.21, -0.06, -0.19], [-0.10, 0.08, 0.07], [-0.05, -0.07, 0.06], [-0.01, 0.06, -0.08], [0.02, -0.04, 0.00], [-0.02, 0.08, 0.04], [0.08, -0.04, -0.10], [-0.09, -0.14, -0.08], [0.08, 0.05, 0.09], [-0.05, -0.04, -0.09], [0.05, 0.01, 0.05], [-0.03, -0.02, -0.07], [0.03, 0.10, 0.11], [0.11, 0.08, -0.10], [0.00, -0.06, -0.05], [0.02, 0.04, 0.03], [0.01, 0.04, -0.01], [-0.02, -0.04, -0.04], [0.02, 0.01, 0.07], [0.01, 0.11, -0.22], [-0.14, 0.08, 0.18], [0.04, -0.12, -0.01], [0.03, 0.12, 0.01], [-0.01, -0.13, -0.03], [-0.04, 0.18, 0.08], [0.01, -0.14, -0.14], [0.29, -0.15, 0.12], [-0.30, 0.19, -0.07], [0.15, -0.05, 0.06], [-0.11, -0.03, -0.04], [0.13, 0.08, 0.05], [-0.15, -0.07, -0.10], [0.01, 0.00, 0.06], [0.03, 0.03, -0.04], [-0.02, 0.01, -0.06], [0.01, -0.05, -0.04], [-0.04, 0.02, 0.02], [0.01, -0.01, 0.00], [-0.01, 0.00, 0.00], [0.00, -0.02, 0.00], [-0.03, 0.02, 0.03], [-0.01, 0.00, -0.01], [0.00, 0.01, 0.03], [-0.01, 0.00, 0.00], [0.00, 0.00, 0.01], [0.01, -0.01, -0.02], [0.01, -0.01, 0.03], [0.00, -0.02, 0.01], [0.00, -0.01, 0.00], [0.00, 0.00, 0.00], [0.00, -0.02, -0.01], [0.01, 0.01, -0.01], [0.00, -0.01, -0.01], [0.00, 0.00, 0.01], [0.01, -0.03, -0.02], [0.00, 0.05, 0.01], [0.12, -0.08, 0.03], [-0.04, 0.00, -0.01], [0.00, 0.00, 0.00], [-0.02, 0.00, -0.01], [0.02, 0.05, 0.00], [-0.02, 0.01, 0.02], [-0.02, -0.05, -0.09], [0.02, 0.07, 0.09], [0.02, -0.12, 0.24], [0.02, -0.10, -0.15], [0.14, 0.01, 0.02], [0.02, 0.00, -0.03], [-0.02, 0.01, 0.02], [-0.30, 0.14, 0.33], [0.07, -0.08, -0.15], [-0.09, 0.09, 0.15], [0.16, -0.12, -0.12], [-0.38, 0.12, -0.01], [0.17, -0.34, -0.17], [-0.01, 0.01, 0.03], [0.01, 0.00, 0.00], [0.04, -0.02, -0.01], [0.01, -0.01, -0.02], [0.02, 0.00, 0.00], [-0.02, 0.00, 0.00], [-0.10, 0.03, -0.04], [0.31, -0.22, -0.09], [-0.41, -0.16, 0.29], [-0.01, -0.01, 0.06], [-0.03, -0.02, 0.04], [0.03, -0.01, 0.04], [0.03, 0.03, 0.03], [-0.01, 0.01, -0.03], [0.05, -0.04, -0.06], [-0.01, -0.03, -0.06]], "mulliken_charge": [1.968, -2.459, 0.500, -1.750, 1.074, 0.360, -0.553, -0.944, -0.851, -0.253, -0.043, 0.534, -0.461, -0.745, -0.569, -0.812, -0.418, 1.562, -0.489, -0.917, -0.565, -0.768, -0.780, 1.041, 0.335, -0.524, -0.930, -0.687, -0.891, -0.097, 0.587, 0.147, -0.905, -0.623, -0.779, -0.521, 1.116, 1.083, 1.207, -0.106, 0.543, 0.433, 0.396, 0.576, -0.085, 0.372, 0.442, 0.371, 0.427, 0.322, 0.210, 0.390, 0.376, 0.376, 0.426, 0.206, 0.422, 0.377, 0.527, 0.255, 0.132, 0.501, 0.360, 0.423, 0.183, -0.407, 0.471, -0.091, -0.214, -0.011, 0.719, -0.420, -1.058, 0.517, -0.874, -0.973, -0.645, -0.383, -0.276, 0.355, 0.479, 0.446, 0.368, 0.411, 0.519, -0.420, -0.457, -0.543, -0.726, 0.382, 0.077, 0.177, 0.451, 0.140, -0.048]}

no.,E (Ha),strongest force on any atom (Eh/bohr)
1,-3089.06261,0.0163
2,-3044.75263,0.0176